A cluster of 2 separate species, CH2N2OS in total in a non-equilibrium geometry. Source: OMol25; level of theory: ωB97M-V/def2-TZVPD.

Each line ends with the natural charge from an NBO analysis.
CARTESIAN COORDINATES (ANGSTROEM)
H (1.150, 1.088, -0.819)  0.36
O (0.227, -1.910, -0.077)  -0.85
N (-2.357, 0.795, 0.301)  -0.26
H (0.936, -0.011, 1.688)  0.02
N (1.043, 0.213, -1.231)  -0.99
C (-1.343, 0.322, 0.201)  -0.05
S (0.343, -0.497, -0.064)  1.77

gap between HOMO and LUMO (alpha / beta): 0.342 / 0.342 Eh
spin multiplicity: 1
energy above the lowest of the compared OMol25 structures with the same formula, charge and spin: 336.39 kJ/mol

A cluster of 2 separate species, C5H15NOS in total in a non-equilibrium geometry. Source: OMol25; level of theory: ωB97M-V/def2-TZVPD.

Each line ends with the Mulliken spin population.
CARTESIAN COORDINATES (ANGSTROEM)
C (0.633, 1.365, 0.563)  0.01
C (-0.650, 0.499, 0.515)  0.00
H (-0.829, 4.691, -1.982)  0.00
H (-0.792, -1.542, 2.316)  0.02
H (1.357, -2.803, -0.460)  0.03
H (1.562, 0.798, 0.949)  0.00
H (0.486, -0.638, -0.811)  0.03
H (-1.442, 1.119, 0.155)  0.00
H (-1.409, -0.915, -1.051)  0.03
C (0.257, -3.099, -0.416)  0.00
H (-0.826, 0.108, 1.497)  0.00
H (0.117, -3.018, 2.125)  0.01
N (-0.463, -1.981, 0.326)  0.75
C (-0.139, -2.021, 1.704)  0.01
H (0.574, 1.233, -1.750)  0.00
H (0.471, 2.323, 1.157)  0.00
C (-0.502, -0.700, -0.393)  0.04
S (1.256, 2.115, -1.083)  0.00
H (-0.215, -3.166, -1.440)  0.01
H (0.383, 5.640, -1.960)  0.00
H (0.892, -1.636, 2.052)  0.08
H (-0.146, -3.952, 0.185)  0.00
O (-0.574, 5.578, -2.198)  0.00

charge: +1
gap between HOMO and LUMO (alpha / beta): 0.356 / 0.187 Eh
spin multiplicity: 2
energy above the lowest of the compared OMol25 structures with the same formula, charge and spin: 170.95 kJ/mol

A structure of composition C4H3O4Pt in a non-equilibrium geometry. Source: OMol25; level of theory: ωB97M-V/def2-TZVPD.

Each line ends with the Mulliken spin population.
CARTESIAN COORDINATES (ANGSTROEM)
O (1.564, -1.041, -0.176)  0.06
H (0.059, -1.449, -1.509)  0.04
C (2.522, -0.043, -0.182)  0.33
O (-2.218, 1.286, 0.325)  0.34
O (3.192, 0.037, 0.848)  0.11
C (-1.326, 0.451, 0.733)  0.14
C (-0.419, 0.332, -0.388)  0.58
C (0.348, -0.743, -0.726)  0.52
O (-1.813, -0.651, 1.325)  -0.01
Pt (2.042, 1.844, 0.003)  0.66
H (-1.491, 1.059, -1.006)  0.20
H (-2.459, -1.081, 0.752)  0.02

gap between HOMO and LUMO (alpha / beta): 0.206 / 0.248 Eh
spin multiplicity: 4
energy above the lowest of the compared OMol25 structures with the same formula, charge and spin: 95.28 kJ/mol

A cluster of 3 separate species, C3H14NO3S in total in a non-equilibrium geometry. Source: OMol25; level of theory: ωB97M-V/def2-TZVPD.

Each line ends with the natural charge from an NBO analysis.
CARTESIAN COORDINATES (ANGSTROEM)
H (1.438, -0.374, 3.819)  0.17
H (-0.506, 3.410, 0.083)  0.49
O (0.732, -0.804, -1.808)  -0.75
H (-3.665, -3.150, -1.124)  0.47
O (-3.868, -2.331, -1.588)  -0.95
H (-0.955, 2.932, -1.287)  0.50
H (1.655, 0.938, -1.220)  0.20
H (2.532, 0.352, 1.673)  0.27
H (2.550, -0.567, -0.833)  0.20
H (1.072, -1.351, 0.686)  0.23
H (-0.695, 0.963, 0.236)  0.46
H (-1.071, -0.363, 1.130)  0.44
C (0.898, -0.300, 0.470)  -0.08
H (1.486, 1.606, 1.297)  0.24
H (-0.953, -0.618, -0.464)  0.47
S (0.548, 0.356, 3.133)  -0.04
H (1.265, -1.278, -2.461)  0.50
N (-0.561, -0.052, 0.301)  -0.70
C (1.462, 0.559, 1.583)  -0.57
O (-0.322, 2.734, -0.584)  -0.97
H (-4.607, -2.568, -2.160)  0.48
C (1.568, -0.093, -0.880)  -0.09

charge: +1
gap between HOMO and LUMO: 0.379 Eh
spin multiplicity: 1
energy above the lowest of the compared OMol25 structures with the same formula, charge and spin: 24.20 kJ/mol

A structure of composition C56H55CeF2N2PSi in a non-equilibrium geometry. Source: OMol25; level of theory: ωB97M-V/def2-TZVPD.

Each line ends with the Mulliken charge.
CARTESIAN COORDINATES (ANGSTROEM)
H (14.133, 18.106, 20.466)  0.48
C (13.748, 14.135, 10.138)  -0.57
F (14.010, 13.525, 7.874)  -0.35
H (10.756, 13.047, 9.664)  0.35
C (9.677, 12.054, 13.963)  1.02
C (8.783, 18.035, 14.771)  0.47
C (15.898, 14.485, 17.108)  -0.29
N (14.540, 16.911, 13.187)  0.91
F (14.944, 17.901, 9.031)  -0.36
H (9.173, 19.805, 15.939)  0.56
C (18.589, 13.537, 14.728)  -1.02
H (7.741, 17.894, 15.141)  0.27
H (15.794, 9.752, 14.845)  0.04
H (14.472, 17.215, 18.180)  0.47
Ce (13.470, 14.567, 13.528)  -0.91
Si (14.726, 9.426, 12.602)  -0.19
C (10.748, 14.183, 13.540)  -0.83
H (12.548, 14.351, 21.692)  0.44
H (16.974, 9.702, 13.575)  0.26
C (13.872, 15.105, 11.149)  0.55
C (15.292, 18.570, 11.660)  -0.95
C (9.769, 11.765, 12.605)  -0.77
H (11.622, 19.312, 16.232)  0.31
C (11.101, 19.571, 14.128)  -1.35
H (9.433, 18.303, 16.830)  0.47
C (10.883, 13.855, 12.179)  -0.01
C (13.894, 17.102, 20.224)  -0.77
C (11.575, 17.394, 15.255)  -0.36
C (15.685, 18.859, 13.997)  -1.28
H (18.345, 13.053, 12.618)  0.33
C (10.839, 17.432, 12.824)  -0.84
H (18.532, 14.479, 19.233)  0.38
C (13.743, 15.244, 18.662)  0.05
H (11.427, 16.827, 16.194)  0.26
H (12.112, 19.723, 13.780)  0.38
C (14.428, 15.740, 8.473)  -0.90
H (14.897, 9.823, 17.729)  0.31
C (10.664, 12.169, 10.290)  -1.84
C (10.330, 18.848, 13.022)  0.31
C (16.041, 9.233, 13.915)  -0.71
H (8.776, 16.026, 13.858)  0.48
C (13.194, 14.477, 19.657)  -0.40
C (16.499, 14.088, 15.885)  -0.16
C (10.211, 13.228, 14.448)  -0.83
H (10.956, 10.815, 16.544)  0.42
H (10.170, 16.890, 12.135)  0.61
C (10.431, 12.611, 11.711)  0.53
H (12.572, 9.161, 17.204)  0.38
H (12.914, 13.436, 19.455)  0.37
C (15.729, 13.996, 14.673)  1.24
C (9.575, 18.768, 15.852)  -1.39
H (8.708, 11.453, 15.783)  0.43
H (12.666, 17.385, 15.012)  -0.58
H (9.830, 11.607, 9.912)  0.58
C (18.633, 14.054, 17.107)  -0.86
H (13.458, 7.293, 13.136)  0.40
H (10.683, 20.604, 14.286)  0.57
C (14.152, 10.599, 17.458)  -0.53
C (13.011, 14.985, 20.955)  -0.73
C (13.625, 12.895, 17.026)  0.69
C (14.541, 11.913, 17.384)  -0.73
H (11.575, 13.310, 16.589)  0.62
C (16.437, 13.574, 13.580)  -0.61
C (17.909, 13.837, 15.929)  0.92
H (9.628, 10.120, 15.049)  0.33
H (13.458, 13.133, 10.417)  0.70
C (14.071, 16.585, 18.946)  -0.37
C (15.408, 8.925, 10.952)  -1.02
C (9.352, 16.598, 14.582)  -1.95
H (15.414, 18.930, 10.652)  0.72
C (14.698, 17.324, 11.906)  0.61
H (9.376, 10.832, 12.240)  0.49
C (14.333, 16.386, 10.839)  -0.60
C (15.751, 19.327, 12.698)  -0.66
C (8.870, 18.790, 13.466)  -1.63
H (11.883, 17.447, 12.451)  -0.35
H (15.559, 12.178, 17.691)  0.20
H (19.716, 13.978, 17.084)  0.40
H (15.004, 17.124, 15.133)  0.41
H (12.422, 8.518, 12.365)  0.26
H (14.693, 9.186, 10.169)  0.30
C (15.090, 17.620, 14.182)  -0.19
H (13.306, 16.700, 22.254)  0.35
H (19.693, 13.405, 14.751)  0.31
H (8.495, 19.776, 13.574)  0.61
P (14.066, 14.689, 16.942)  2.16
H (9.237, 16.025, 15.518)  0.38
C (13.532, 12.216, 12.825)  0.35
H (16.158, 8.183, 14.090)  0.39
C (17.989, 14.358, 18.285)  -0.91
H (10.408, 19.355, 12.050)  0.40
C (12.857, 10.213, 17.175)  -0.75
C (13.255, 8.355, 13.091)  -0.84
H (16.184, 20.311, 12.540)  0.43
C (14.052, 11.124, 12.603)  0.17
N (11.457, 15.373, 13.912)  0.89
C (9.029, 11.020, 14.837)  -2.33
C (11.927, 11.174, 16.832)  -0.39
H (8.254, 18.291, 12.731)  0.56
C (13.405, 16.295, 21.239)  -0.57
H (15.957, 13.449, 12.625)  0.41
C (14.064, 14.453, 8.833)  0.21
H (11.599, 11.561, 10.171)  0.18
H (8.149, 10.629, 14.318)  0.56
H (15.581, 7.862, 10.893)  0.35
H (10.191, 13.467, 15.497)  0.93
C (11.043, 18.802, 15.443)  0.51
C (14.582, 16.663, 9.487)  0.57
H (16.358, 9.465, 10.750)  0.28
C (16.608, 14.515, 18.299)  -0.34
C (17.861, 13.325, 13.597)  -1.32
H (16.057, 19.455, 14.819)  0.51
H (11.351, 14.612, 11.503)  0.51
C (10.790, 16.676, 14.153)  1.79
H (16.126, 14.832, 19.212)  0.43
C (12.290, 12.533, 16.780)  -0.78
H (12.856, 8.659, 14.080)  0.13
H (14.790, 16.059, 7.503)  0.48

gap between HOMO and LUMO (alpha / beta): 0.264 / 0.264 Eh
spin multiplicity: 1

The molecule C4H8O2 in a non-equilibrium geometry. Source: OMol25; level of theory: ωB97M-V/def2-TZVPD.

Each line ends with the natural charge from an NBO analysis.
CARTESIAN COORDINATES (ANGSTROEM)
H (1.911, -1.347, -0.245)  0.19
H (3.425, -0.553, 0.245)  0.19
H (-1.518, 1.667, 0.458)  0.22
H (-2.233, -0.036, -1.268)  0.22
C (0.506, 0.773, 0.280)  0.72
H (-3.045, -0.361, 0.275)  0.21
H (-1.671, -1.343, -0.213)  0.21
O (1.756, 0.487, 0.735)  -0.52
C (2.447, -0.398, -0.191)  -0.26
C (-2.064, -0.326, -0.224)  -0.61
C (-1.172, 0.648, 0.596)  -0.35
H (-1.146, 0.331, 1.617)  0.20
O (0.265, 0.445, -0.866)  -0.62
H (2.539, 0.013, -1.198)  0.21

structure (SMILES): CCC(=O)OC
gap between HOMO and LUMO: 0.364 Eh
spin multiplicity: 1
energy above the lowest of the compared OMol25 structures with the same formula, charge and spin: 341.21 kJ/mol